1.
A cluster of 12 separate species, C14H29O19 in total in a non-equilibrium geometry, computed with the ωB97M-V functional and the def2-TZVPD basis.

Structure (XYZ):
```
62
Properties=species:S:1:pos:R:3:forces:R:3:nbo_charge:R:1
C 3.558965 -1.209583 1.578473 0.3 -0.3 0.3 -0.344
O 1.109117 1.643032 2.925134 -1.7 -0.6 1.5 -0.531
H -1.735690 0.665586 -4.717031 -0.3 0.2 0.8 0.494
H -2.949297 -2.272402 -1.243798 -0.3 0.9 -0.1 0.507
O 5.003212 -2.426655 3.011049 -1.1 0.9 -1.3 -0.656
H -0.145484 -2.913739 0.575468 0.2 0.1 0.0 0.475
O 1.651704 3.002938 -0.942973 0.3 0.4 -0.1 -0.944
C 5.830606 0.149390 0.518155 -2.3 0.3 -0.2 -0.373
C -0.393131 1.552162 4.850063 1.4 2.0 1.7 0.270
C -2.035224 0.356630 -2.128867 0.8 2.6 -0.3 0.809
O -1.013544 -3.004945 0.968395 0.4 0.1 0.5 -0.970
H -1.592300 -3.195503 0.230185 -0.7 -0.1 -0.6 0.517
H 0.610160 3.243135 4.667082 0.2 -0.3 -0.6 0.500
C -0.393992 -0.198530 3.163731 0.8 0.7 -1.7 -0.408
H -3.874449 -0.430486 -3.827989 0.1 0.2 0.5 0.488
O -3.060989 -0.251856 -1.817628 -1.2 -1.7 0.7 -0.823
H -1.565097 1.133760 -6.146572 0.0 0.0 -0.1 0.454
C -1.226619 -0.941695 3.881158 -1.1 -1.5 -2.1 0.306
H 2.436810 1.136568 -3.139435 -0.2 0.3 -0.3 0.483
H 0.085523 0.395068 -2.057817 0.2 0.1 0.5 0.214
O 7.154474 -0.722249 2.278470 -3.1 -1.3 -0.8 -0.527
H -3.428404 -0.515176 1.669221 0.0 0.1 0.3 0.460
H -5.239472 1.690501 -1.182812 0.0 0.0 0.1 0.452
O 2.795520 0.307754 -2.822232 -0.1 0.0 -0.2 -0.954
O -1.606178 3.329588 -4.765920 0.2 0.9 -0.6 -0.963
H 1.575837 2.219100 -0.398838 0.0 -0.4 0.2 0.484
H -2.108337 2.978046 -5.501108 -0.2 0.1 0.0 0.444
H -0.326776 -0.391057 2.103157 0.4 -0.4 -0.2 0.239
C 6.046574 -0.725420 1.683993 2.7 2.7 -0.9 0.460
O 2.124538 0.080119 0.099825 4.4 -0.7 1.9 -0.521
H 6.548330 0.583408 -0.162214 0.7 -0.1 0.6 0.251
O 0.178477 2.728358 5.352827 -1.3 -1.3 0.0 -0.673
H -3.391674 -1.625590 -4.622045 0.2 0.0 -0.1 0.456
O -1.905707 -1.983303 3.330731 0.3 1.1 2.2 -0.638
H 1.306610 2.737608 -1.795464 -0.4 0.0 -0.1 0.462
H -0.679279 0.528511 -0.393069 0.0 0.5 -0.3 0.228
H -1.597961 -2.163925 2.439509 0.3 -0.3 -1.1 0.526
O -2.079695 1.320609 -2.966307 0.8 -1.2 0.4 -0.832
H 2.531785 -0.335400 -3.480277 -0.1 -0.3 -0.1 0.496
H -0.628883 -0.986461 -1.170846 0.1 -0.1 -0.2 0.209
H -1.559091 1.170656 6.619699 0.0 0.2 -0.1 0.243
C 4.808146 -1.451269 2.032710 0.1 -2.0 2.6 0.294
C -1.634082 -0.555480 5.216202 -1.3 0.2 2.8 0.477
H -1.570136 2.611082 -4.134518 -0.1 -0.5 0.7 0.504
C 4.552864 0.468067 0.129764 0.6 0.9 -3.1 0.305
O -1.231789 0.497964 -5.513405 0.5 -0.6 -0.7 -0.968
O -3.611621 -1.131644 0.960262 0.0 -0.3 0.3 -0.958
H 5.918765 -2.449045 3.298893 0.5 0.3 -0.2 0.501
H -3.687332 -0.583515 0.179197 0.1 0.2 -0.7 0.493
O -5.251553 1.527492 -2.125956 -0.8 0.5 -0.1 -0.963
H 3.601993 1.030803 -1.469281 -0.6 -0.3 0.0 0.519
H -2.921828 -3.324749 -2.331773 0.0 0.0 -0.2 0.475
H -4.477578 0.987534 -2.286110 0.6 -0.3 0.1 0.492
H 2.768737 -1.828351 1.977290 -0.2 0.1 0.0 0.245
O 4.415026 1.250611 -1.008560 1.3 -0.6 2.4 -0.660
O -2.285197 -1.313491 5.943603 1.1 1.4 -1.1 -0.480
O -4.118043 -1.006035 -4.552996 -0.4 -0.3 -0.5 -0.952
C -1.253169 0.854956 5.633216 0.7 -1.1 -1.3 -0.344
C -0.712064 0.078946 -1.385504 -0.6 -0.5 -0.8 -0.730
C 0.225579 1.052561 3.564133 0.2 -0.1 -0.3 0.479
O -2.826551 -3.210964 -1.386154 0.3 -0.7 0.3 -0.983
C 3.278864 -0.164022 0.595903 -2.8 -0.2 -0.8 0.478
```
Forces are in eV/Å.

Properties
* total charge: -1
* orbital gap: 0.238 Eh
* energy relative to the best compared isomer or geometry (same formula, charge and spin): 20.0 kcal per mole

***

2.
A cluster of 8 separate species, C14H30Br14O in total in a non-equilibrium geometry, computed with the ωB97M-V functional and the def2-TZVPD basis.

Structure (XYZ):
```
59
Properties=species:S:1:pos:R:3:forces:R:3:nbo_charge:R:1
H -36.082675 16.735900 -5.289691 -0.2 -0.3 0.1 0.228
C -34.057848 13.748166 -7.010316 1.3 0.3 0.8 -0.394
C -36.490158 18.762950 -4.773157 0.0 -0.3 0.2 -0.431
C -31.311952 20.666358 -3.739803 -0.6 0.1 0.8 -0.475
H -30.980889 19.968424 -2.976430 0.2 -0.2 -0.3 0.246
H -27.494343 16.383415 -0.565323 0.0 0.1 0.0 0.472
H -30.710960 18.470176 1.872262 0.2 -0.5 0.0 0.226
Br -31.032043 17.249281 -2.483976 0.2 0.0 0.1 -0.055
C -38.231869 13.635881 -3.749352 0.0 0.1 -0.2 -0.447
C -32.668248 16.461675 -3.207642 -0.4 0.7 0.8 -0.448
H -30.610220 22.403062 -4.777607 0.2 -0.1 -0.4 0.229
Br -37.941184 17.468564 -6.781705 0.0 -0.1 -0.1 -0.013
H -33.133892 18.688237 1.286565 0.4 0.1 0.3 0.233
H -37.634361 16.961779 -4.365008 0.1 -0.1 0.1 0.229
Br -29.153060 22.184257 -2.739823 -0.4 -0.1 -0.6 -0.057
O -27.879690 17.257270 -0.438431 -0.1 -0.1 0.0 -0.937
H -32.701727 18.466391 -0.395449 0.0 -0.1 0.0 0.215
C -33.757832 13.736232 -8.481931 0.0 -0.8 0.1 -0.449
H -32.710087 12.382751 -3.157833 -0.2 0.1 0.0 0.234
H -37.814822 14.636846 -3.672320 -0.1 0.0 -0.6 0.218
H -37.332494 19.434369 -4.645483 0.1 0.1 0.0 0.230
Br -32.622161 12.802478 -0.209692 -0.6 -0.4 -0.5 -0.039
H -39.052073 13.547042 -4.451592 -0.4 0.4 0.4 0.234
H -34.689193 13.766316 -9.042685 0.0 0.2 0.0 0.237
H -32.089123 21.264904 -3.267876 0.1 0.2 -0.1 0.230
H -34.379164 14.727012 -6.667610 -0.6 -0.1 -0.2 0.229
C -33.587641 16.059923 -2.066123 0.5 -0.7 0.1 -0.467
Br -34.164822 10.527982 -4.029833 0.6 0.2 0.7 -0.033
C -33.810653 11.717019 -1.407267 0.3 -0.2 0.6 -0.411
C -38.508777 13.213708 -2.331643 0.3 -0.3 0.0 -0.447
C -33.038503 11.470021 -2.669488 -0.2 -0.1 -0.7 -0.424
H -38.969845 12.235793 -2.235340 0.0 0.0 0.0 0.230
H -37.561888 13.239410 -1.795621 -0.2 0.0 0.2 0.227
H -33.164341 15.398350 -1.309004 0.0 -0.5 -1.2 0.254
H -32.295328 15.697955 -3.873517 -0.5 -0.3 0.0 0.248
H -30.363958 17.694174 0.302233 0.4 0.5 -0.3 0.252
Br -32.397132 13.596064 -5.873084 -0.4 0.0 -0.6 -0.075
Br -39.685494 14.513086 -1.479261 0.1 -0.1 -0.1 -0.002
H -28.314282 17.454744 -1.274981 0.1 0.0 0.0 0.469
Br -32.971830 12.008919 -9.011736 -0.1 0.4 0.0 -0.015
H -29.473598 20.952432 -4.859866 -0.2 0.1 -0.4 0.232
C -30.226807 21.503643 -4.311578 0.9 0.6 1.3 -0.392
H -35.772399 19.138044 -5.494719 -0.2 0.1 -0.1 0.230
C -36.952120 17.357378 -5.107667 0.3 0.7 -0.3 -0.442
H -32.166920 10.842279 -2.516732 -0.1 -0.1 0.1 0.229
Br -32.753010 16.262308 0.763657 0.4 0.7 1.6 -0.018
Br -30.509509 20.344462 0.385973 -0.1 -0.8 -0.4 -0.019
C -32.423694 18.205116 0.625873 -0.1 -0.2 -1.0 -0.430
Br -32.203844 19.719114 -5.154665 -0.2 -0.3 -0.4 -0.015
H -33.993501 10.805363 -0.845041 0.1 0.0 -0.1 0.225
H -34.765109 12.220263 -1.520771 0.2 0.4 -0.2 0.234
H -34.666167 12.926746 -6.655774 -0.2 0.1 -0.1 0.240
H -33.095843 14.533935 -8.799002 0.1 -0.1 0.0 0.232
Br -35.503295 18.723269 -3.087322 -0.2 0.3 0.1 -0.025
Br -36.907348 12.501010 -4.629990 0.0 0.1 0.4 -0.016
H -33.878665 16.872237 -1.399553 -0.5 0.3 -0.9 0.226
Br -35.163509 15.160640 -2.805472 0.4 0.0 0.2 -0.039
H -33.148691 17.305488 -3.689837 0.2 -0.2 -0.6 0.240
C -30.941452 18.458892 0.810590 -0.7 0.5 1.4 -0.445
```
Forces are in eV/Å.

Properties
* orbital gap: 0.368 Eh
* SMILES: BrCCBr.BrCCBr.BrCCBr.BrCCBr.BrCCBr.BrCCBr.BrCCBr.O
* energy relative to the best compared isomer or geometry (same formula, charge and spin): 0.0 kcal per mole